This record from the OMol25 dataset describes a cluster of 14 separate species, C103H194B3F12N13O9 in total at a distorted geometry. The level of theory is wB97M-V/def2-TZVPD.

Properties
total energy = -182258.1788 eV
LUMO = -0.7772 hartree
charge = +10
highest occupied orbital energy = -25.52 eV

Positions of all 334 atoms, in Å:
C 0.65306 -2.04881 7.08029
N 1.97678 -2.26458 6.39711
C 2.82125 -1.22681 6.35803
C 4.12337 -1.39047 5.92785
C 4.54412 -2.66216 5.38468
C 3.56433 -3.73184 5.27518
C 2.30078 -3.44989 5.79671
C 5.97208 -2.86052 4.83687
C 7.08371 -2.21398 5.41618
C 8.37186 -2.46774 4.86901
N 8.49735 -3.19655 3.71194
C 7.43033 -3.80278 3.10691
C 6.18538 -3.68930 3.72797
C 9.79333 -3.39327 3.09490
H 0.07879 -2.89300 6.69863
H 0.22047 -1.05558 6.96003
H 0.86760 -2.22558 8.13424
H 2.42712 -0.33552 6.82350
H 4.73829 -0.50455 5.98614
H 3.87086 -4.71223 4.94160
H 1.54503 -4.22001 5.75027
H 6.95327 -1.52779 6.23991
H 9.25466 -1.98240 5.25825
H 7.52372 -4.32622 2.16686
H 5.32464 -4.09285 3.21545
H 9.61183 -3.77797 2.09132
H 10.20055 -4.06722 3.84860
H 10.43244 -2.51378 3.01661
C 6.67713 -6.74671 -3.50895
N 5.46193 -6.63461 -2.75776
C 4.31309 -7.07689 -3.26305
C 3.06414 -6.83391 -2.63551
C 3.09628 -6.25229 -1.34414
C 4.36369 -5.82842 -0.82019
C 5.50094 -5.96869 -1.61998
C 1.92925 -6.14895 -0.40097
C 1.98259 -6.31781 0.97960
C 0.85709 -6.20551 1.78932
N -0.38682 -6.00653 1.24327
C -0.54537 -5.91266 -0.13213
C 0.64542 -5.85748 -0.90843
C -1.56424 -6.03943 2.14115
H 7.52691 -6.95447 -2.85871
H 6.91282 -5.81680 -4.02646
H 6.49146 -7.50586 -4.26876
H 4.37070 -7.56167 -4.22641
H 2.17928 -7.21383 -3.12448
H 4.50064 -5.33362 0.12998
H 6.44998 -5.50117 -1.40281
H 2.89162 -6.51920 1.52687
H 1.00594 -6.28433 2.85611
H -1.52526 -5.74697 -0.55494
H 0.50485 -5.65985 -1.96085
H -2.29195 -5.35799 1.70051
H -1.17350 -5.45177 2.97186
H -1.84232 -7.01584 2.53789
C -6.93062 4.25531 -1.23208
C -7.32244 2.91752 -0.50803
C -7.63205 3.18548 1.03972
C -8.38096 2.08578 1.75414
C -9.66122 1.81707 1.04133
C -9.54531 1.40023 -0.42420
N -8.52630 2.25647 -1.14014
O -8.45910 1.95318 -2.49478
C -10.80611 1.56789 -1.19013
C -8.99791 -0.07662 -0.34710
C -6.21582 1.91040 -0.56184
H -6.42465 4.93303 -0.54447
H -7.77645 4.80599 -1.64370
H -6.16483 4.10677 -1.99340
H -8.17316 4.13168 1.04223
H -6.72170 3.22531 1.63788
H -8.57178 2.26113 2.81288
H -7.77766 1.18077 1.82541
H -10.29367 2.68476 1.22904
H -10.17686 1.04313 1.60987
H -11.68656 1.37021 -0.57872
H -10.87388 0.75892 -1.91750
H -10.93477 2.47161 -1.78581
H -9.56370 -0.81313 0.22346
H -8.01823 -0.00220 0.12490
H -8.74623 -0.45912 -1.33626
H -6.31349 1.01637 0.05401
H -5.28384 2.29574 -0.14830
H -6.16881 1.52712 -1.58115
C 4.29663 3.98041 6.94267
C 3.45311 4.64843 5.84932
C 3.19250 3.67599 4.70569
C 2.23805 4.14482 3.60740
C 0.84718 4.32212 4.29498
C 0.77979 5.28744 5.47170
N 2.03633 4.96621 6.37637
O 2.06149 5.62202 7.60537
C -0.44134 5.01903 6.36175
C 0.89382 6.67500 4.99344
C 4.09640 5.92711 5.35497
H 5.29289 3.63670 6.66441
H 3.80115 3.04547 7.20437
H 4.30653 4.58364 7.85048
H 2.79176 2.73896 5.09233
H 4.08343 3.35852 4.16389
H 2.05337 3.30962 2.93180
H 2.66740 4.94147 2.99985
H 0.52035 3.31002 4.53358
H 0.07419 4.44453 3.53629
H -0.54571 5.53946 7.31378
H -0.44300 3.97626 6.67913
H -1.35842 5.18566 5.79668
H -0.06745 6.92785 4.54608
H 1.58118 6.80954 4.15826
H 1.09713 7.37326 5.80535
H 3.45492 6.31707 4.56470
H 5.01704 5.71896 4.80981
H 4.39504 6.72120 6.03930
C -1.91039 6.80444 -2.07535
C -3.29040 7.45473 -2.28611
C -3.92183 7.85435 -0.91621
C -3.35199 9.14131 -0.35521
C -3.42178 10.31529 -1.34449
C -2.66671 10.06745 -2.72047
N -3.11786 8.66074 -3.24576
O -2.93119 8.41812 -4.60312
C -1.09885 9.99411 -2.54962
C -3.10160 11.23990 -3.70611
C -4.24504 6.37316 -2.99723
H -1.98543 5.81688 -1.62015
H -1.11194 7.26082 -1.49030
H -1.49017 6.63359 -3.06648
H -3.78822 7.10466 -0.13633
H -5.00084 7.95480 -1.03343
H -2.39425 8.99765 0.14499
H -3.84740 9.60065 0.50017
H -2.90392 11.16439 -0.89845
H -4.46761 10.57608 -1.50671
H -0.84004 9.30509 -1.74565
H -0.80317 10.99157 -2.22442
H -0.56465 9.79541 -3.47873
H -2.62377 12.15161 -3.34754
H -4.17252 11.41682 -3.60646
H -2.85112 11.13031 -4.76126
H -4.41558 5.58054 -2.26870
H -3.93029 5.79168 -3.86378
H -5.25255 6.75123 -3.17069
C 3.02334 -1.01913 2.39011
C 1.65228 -0.32673 2.03883
C 1.92280 0.72081 0.98722
C 0.66200 1.42960 0.45450
C -0.54580 0.51224 0.35231
C -0.27050 -1.07025 0.36748
N 0.73076 -1.46166 1.45736
O 0.69320 -2.80544 1.91205
C 0.25924 -1.56874 -0.97215
C -1.62976 -1.75306 0.67019
C 0.95038 0.38195 3.27538
H 3.48116 -1.53869 1.54835
H 2.86767 -1.70355 3.22405
H 3.65479 -0.29113 2.89941
H 2.36012 0.24707 0.10834
H 2.67607 1.43477 1.32029
H 0.89210 2.04919 -0.41225
H 0.40930 2.24195 1.13592
H -1.06186 0.84171 -0.54949
H -1.25726 0.89444 1.08432
H 1.29095 -1.28185 -1.17553
H -0.45778 -1.28297 -1.74177
H 0.04981 -2.63783 -0.93608
H -2.34841 -1.67845 -0.14594
H -2.16909 -1.23718 1.46460
H -1.62510 -2.81380 0.92101
H 1.64363 1.09016 3.72920
H 0.72432 -0.32124 4.07695
H 0.05410 0.93037 2.98552
C -6.56829 -5.35950 -5.87278
C -5.29770 -5.24046 -4.94453
C -5.73766 -5.45537 -3.43571
C -6.01949 -6.93138 -3.21064
C -4.74800 -7.76504 -3.54993
C -4.29549 -7.68504 -5.02619
N -4.14632 -6.22462 -5.34575
O -3.62747 -6.00356 -6.59092
C -5.29492 -8.41600 -5.90940
C -2.86730 -8.30406 -5.08705
C -4.69631 -3.79803 -5.07384
H -7.27601 -6.12084 -5.54477
H -6.32725 -5.76537 -6.85526
H -7.05219 -4.40480 -6.07891
H -6.59308 -4.85737 -3.12146
H -4.98918 -5.13351 -2.71164
H -6.85687 -7.33445 -3.78023
H -6.32752 -6.93599 -2.16508
H -4.95926 -8.81803 -3.36370
H -3.92626 -7.42022 -2.92229
H -4.95865 -8.27289 -6.93631
H -6.30592 -8.03993 -6.06611
H -5.28034 -9.49315 -5.74315
H -2.53148 -8.47213 -6.11032
H -2.84298 -9.24175 -4.53186
H -2.09391 -7.67558 -4.64549
H -4.49712 -3.46690 -6.09305
H -3.87231 -3.63522 -4.37914
H -5.45209 -3.06673 -4.78730
C 7.48381 2.41930 -0.79580
C 8.19066 1.94329 0.53277
C 7.21553 1.01577 1.34630
C 6.95853 -0.35990 0.76316
C 8.30446 -1.07401 0.62239
C 9.31179 -0.40641 -0.34838
N 9.38816 1.07935 0.13374
O 10.60751 1.78729 0.00241
C 8.91121 -0.58532 -1.79555
C 10.69681 -1.11194 -0.03335
C 8.59424 3.22694 1.38870
H 7.11531 1.61274 -1.42966
H 8.16973 2.99493 -1.41730
H 6.62971 3.07259 -0.61743
H 6.19767 1.40570 1.34282
H 7.54177 0.83890 2.37118
H 6.52769 -0.23092 -0.22973
H 6.32509 -1.00044 1.37682
H 8.16105 -2.10115 0.28696
H 8.74582 -1.24258 1.60468
H 9.72546 -0.50013 -2.51516
H 8.01883 -0.07395 -2.15646
H 8.73514 -1.65848 -1.86917
H 10.85860 -1.16015 1.04350
H 11.51753 -0.54315 -0.47036
H 10.67106 -2.10588 -0.48004
H 8.81890 2.87881 2.39689
H 7.75244 3.91937 1.39246
H 9.50248 3.74888 1.08743
C -1.64015 -1.51494 -4.85924
C -2.44008 -0.41700 -5.68157
C -3.69815 -0.05284 -4.83343
C -3.59847 1.04568 -3.73912
C -2.95925 2.28898 -4.36639
C -1.47163 2.01193 -4.89024
N -1.53175 0.81992 -5.86547
O -0.27351 0.54754 -6.39962
C -0.52882 1.72063 -3.71265
C -1.09203 3.20538 -5.68542
C -2.81594 -0.83410 -7.09001
H -0.76270 -1.93145 -5.35390
H -2.25215 -2.32874 -4.47029
H -1.28479 -1.10519 -3.91376
H -4.01651 -1.00165 -4.40158
H -4.43729 0.11729 -5.61626
H -2.99073 0.59553 -2.95419
H -4.54039 1.36599 -3.29383
H -2.58506 2.93447 -3.57177
H -3.51264 2.91641 -5.06509
H 0.35329 1.09781 -3.86128
H -1.00488 1.23740 -2.85946
H -0.11952 2.63378 -3.28052
H -0.08773 3.10748 -6.09759
H -1.05696 4.13612 -5.11919
H -1.84228 3.36079 -6.46071
H -3.35741 -1.77499 -7.18828
H -1.94458 -1.09518 -7.69057
H -3.47018 -0.10895 -7.57398
C 5.01067 -3.55240 -4.09811
C 4.73344 -2.56687 -5.20696
N 3.24388 -2.16713 -5.40226
C 3.17642 -1.18113 -6.51744
C 2.33987 -3.43178 -5.78253
C 3.00590 -4.49391 -6.74114
C 2.49572 -1.61045 -4.12006
C 3.24442 -0.50574 -3.29838
O 3.77587 0.46480 -4.15633
C 4.58424 1.44702 -3.52276
H 6.02894 -3.93555 -4.16455
H 4.44135 -4.47821 -4.18096
H 4.87933 -3.03400 -3.14832
H 5.20011 -2.86120 -6.14701
H 5.21079 -1.60522 -5.01862
H 3.70248 -1.69947 -7.31912
H 3.70949 -0.24102 -6.37551
H 2.14510 -1.01221 -6.82718
H 1.50724 -2.99940 -6.33741
H 1.98829 -3.97532 -4.90557
H 2.29614 -5.28359 -6.98761
H 3.69516 -5.07138 -6.12506
H 3.50329 -4.14000 -7.64416
H 2.16302 -2.39618 -3.44180
H 1.50922 -1.27418 -4.43916
H 3.94944 -1.11904 -2.73721
H 2.45817 -0.01880 -2.72149
H 5.59587 1.08704 -3.33536
H 4.15382 1.77479 -2.57651
H 4.73848 2.34517 -4.12079
C -2.43888 -0.08466 7.38453
C -3.47378 -0.14414 6.20475
N -3.33787 0.93823 5.10573
C -1.95003 1.08798 4.51615
C -4.28875 0.45292 3.91135
C -5.86882 0.51941 4.25743
C -3.80294 2.30838 5.76124
C -3.78067 3.56511 4.96689
O -4.52113 3.50540 3.76181
C -4.25369 4.56910 2.96546
H -1.45361 0.27367 7.08631
H -2.19320 -1.01497 7.89665
H -2.72097 0.74434 8.03358
H -4.49777 -0.18509 6.57605
H -3.35868 -1.08370 5.66431
H -1.83482 1.78007 3.68198
H -1.67820 0.07632 4.21489
H -1.37295 1.38805 5.39082
H -3.97649 -0.56653 3.68485
H -4.07120 1.08968 3.05384
H -6.00572 -0.30685 4.95505
H -6.55797 0.28344 3.44657
H -6.15346 1.52862 4.55504
H -3.12019 2.42252 6.60321
H -4.74434 2.10456 6.27146
H -2.71873 3.70852 4.76734
H -4.25203 4.34648 5.56303
H -4.49401 5.49882 3.48118
H -4.78925 4.58223 2.01619
H -3.20847 4.60439 2.65825
B -1.82639 -3.74084 4.83385
F -2.82349 -4.27033 4.03096
F -0.93591 -4.76181 5.13862
F -1.18688 -2.70507 4.32284
F -2.42005 -3.21362 6.00512
B 0.68238 1.74769 7.58537
F 1.02606 0.64259 8.40838
F 0.71171 1.34572 6.26515
F -0.60443 2.16517 7.87952
F 1.54039 2.81081 7.76162
B -0.59912 -4.74736 -4.08833
F -0.08663 -3.54801 -3.70398
F -1.31361 -4.56296 -5.22719
F 0.46047 -5.62312 -4.34629
F -1.38825 -5.38509 -3.15104